Entry from the Open Molecules 2025 dataset: C15H17N2OsS4Sb as an isolated structure (ωB97M-V with the def2-TZVPD basis set).

Structure (XYZ):
```
40
Properties=species:S:1:pos:R:3:lowdin_charge:R:1
Os 0.08 -0.71 1.00 0.836
C -2.37 -0.28 3.90 -0.079
C -2.73 1.10 3.35 -0.194
C -3.48 1.00 2.04 -0.178
C -4.87 1.05 2.05 -0.038
C -5.59 0.88 0.88 -0.066
C -4.93 0.61 -0.30 -0.039
C -3.54 0.53 -0.35 -0.170
C -2.89 0.16 -1.66 -0.215
C -3.21 -1.28 -2.05 -0.124
C -2.83 0.76 0.82 -0.185
N -1.39 0.83 0.81 -0.117
C -0.87 2.02 0.99 -0.076
C 0.48 2.12 1.34 -0.329
C 1.38 3.17 1.53 -0.025
C 2.60 2.59 1.90 -0.075
C 2.40 1.21 1.93 -0.140
N 1.13 0.92 1.60 -0.183
H -1.86 -0.21 4.86 0.078
H -1.70 -0.82 3.22 0.024
H -3.26 -0.89 4.03 0.083
H -1.82 1.70 3.25 0.096
H -3.36 1.61 4.07 0.111
H -5.38 1.24 2.99 0.114
H -6.67 0.94 0.90 0.106
H -5.49 0.47 -1.21 0.117
H -1.81 0.32 -1.61 0.061
H -3.26 0.83 -2.44 0.116
H -2.90 -1.98 -1.28 0.043
H -2.70 -1.55 -2.98 0.072
H -4.28 -1.40 -2.21 0.070
H -1.51 2.89 0.93 0.157
H 1.17 4.22 1.40 0.109
H 3.51 3.11 2.13 0.097
H 3.10 0.43 2.18 0.105
S 2.90 -4.40 -0.69 0.106
Sb 0.79 -3.87 0.15 -0.071
S 1.15 -2.38 2.08 -0.056
S -0.07 -1.87 -0.94 -0.010
S -0.65 -5.55 0.36 -0.130
```

Computed properties:
2S+1	5
orbital gap (spin up / spin down)	7.50 / 5.20	eV
E	-2614.95479	hartree
LUMO level (spin up / spin down)	-0.591 / -3.160	eV

Entry from the Open Molecules 2025 dataset: C15H17N2SbSe4Ta as an isolated structure (ωB97M-V with the def2-TZVPD basis set).

Structure (XYZ):
```
40
Properties=species:S:1:pos:R:3:lowdin_charge:R:1
Ta -1.59 1.23 -0.30 0.697
C 0.52 -1.00 -3.01 -0.087
C 1.69 -1.18 -2.05 -0.184
C 1.33 -1.77 -0.71 -0.169
C 1.66 -3.09 -0.44 -0.021
C 1.38 -3.67 0.78 -0.046
C 0.78 -2.92 1.78 -0.026
C 0.42 -1.60 1.56 -0.176
C -0.18 -0.83 2.72 -0.216
C -1.64 -1.18 3.00 -0.103
C 0.67 -1.05 0.30 -0.204
N 0.26 0.31 0.01 -0.125
C 1.20 1.25 -0.06 -0.049
C 0.88 2.46 -0.65 -0.341
C 1.53 3.70 -0.77 0.034
C 0.68 4.54 -1.48 -0.024
C -0.47 3.80 -1.76 -0.084
N -0.35 2.54 -1.29 -0.185
H 0.87 -0.78 -4.02 0.083
H -0.14 -0.18 -2.71 0.002
H -0.10 -1.90 -3.05 0.084
H 2.21 -0.22 -1.92 0.104
H 2.43 -1.84 -2.51 0.114
H 2.17 -3.66 -1.21 0.121
H 1.66 -4.70 0.97 0.115
H 0.60 -3.36 2.75 0.125
H -0.08 0.25 2.56 0.033
H 0.41 -1.05 3.61 0.124
H -2.28 -0.98 2.15 -0.011
H -2.02 -0.61 3.85 0.082
H -1.74 -2.24 3.24 0.085
H 2.19 1.05 0.33 0.170
H 2.52 3.93 -0.40 0.128
H 0.86 5.56 -1.77 0.116
H -1.36 4.11 -2.30 0.127
Se -1.76 2.43 1.95 0.132
Sb -3.98 1.56 1.08 0.293
Se -3.01 0.72 -2.32 0.095
Se -2.70 -0.97 -0.70 0.117
Se -5.50 1.33 2.77 0.066
```

Computed properties:
orbital gap	6.14	eV
net charge	+1
E	-10594.14904	hartree
LUMO level	-5.434	eV
energy relative to the best compared isomer or geometry (same formula, charge and spin)	0.7751	eV